Entry 1:
{"formula": "C9H21Cl2O2P2W", "method": "ωB97M-V/def2-TZVPD", "homo_ev": [-19.45, -19.49], "multiplicity": 3, "e_lumo_ha": [-0.5512, -0.5501], "de_lowest_kj_mol": 348.63, "charge": 3, "gap_ev": [4.453, 4.519], "species": ["C", "C", "H", "H", "H", "O", "Cl", "W", "P", "C", "C", "H", "H", "H", "H", "H", "H", "C", "H", "H", "H", "P", "C", "C", "H", "H", "H", "C", "H", "H", "H", "H", "H", "H", "C", "O", "Cl"], "positions_angstrom": [[2.995, -3.177, -1.099], [2.434, -2.088, -0.258], [2.356, -4.051, -0.912], [4.037, -3.384, -0.874], [2.884, -2.885, -2.145], [1.337, -2.177, 0.280], [3.408, -0.707, -0.113], [-1.103, 1.439, 0.284], [-0.237, 0.582, 2.233], [-1.555, -0.336, 3.137], [1.097, -0.498, 2.793], [1.102, -0.400, 3.891], [0.354, 1.637, 4.312], [2.057, -0.191, 2.374], [0.947, 2.580, 2.909], [-1.679, -1.315, 2.653], [0.878, -1.531, 2.504], [0.093, 2.023, 3.315], [-1.196, -0.471, 4.167], [-0.776, 2.685, 3.396], [-2.514, 0.193, 3.142], [-0.807, 0.852, -1.971], [-2.285, 0.149, -2.808], [-0.419, 2.353, -2.953], [1.385, -0.070, -2.321], [0.326, -0.377, -3.704], [0.150, -1.310, -2.215], [0.378, -0.329, -2.618], [0.558, 2.745, -2.650], [-0.383, 2.132, -4.031], [-2.097, 0.030, -3.884], [-3.169, 0.778, -2.677], [-1.151, 3.150, -2.792], [-2.500, -0.835, -2.378], [-2.452, 0.019, 0.349], [-3.218, -0.886, 0.448], [-1.236, 3.669, 0.217]]}


Entry 2:
{"formula": "C9H21ClCrN3O3", "method": "ωB97M-V/def2-TZVPD", "homo_ev": [-11.82, -11.97], "multiplicity": 5, "e_lumo_ha": [-0.1272, -0.1145], "charge": 1, "gap_ev": [8.354, 8.855], "species": ["Cr", "Cl", "C", "O", "N", "C", "C", "H", "H", "H", "H", "H", "H", "H", "C", "O", "N", "C", "C", "H", "H", "H", "H", "H", "H", "H", "C", "O", "N", "C", "C", "H", "H", "H", "H", "H", "H", "H"], "positions_angstrom": [[30.747, 2.380, 5.506], [30.627, 0.236, 4.367], [27.511, 2.631, 4.546], [28.752, 2.522, 4.717], [26.743, 1.939, 3.665], [27.210, 0.773, 2.978], [25.282, 2.113, 3.606], [26.899, 3.290, 5.181], [28.071, 0.231, 3.369], [27.360, 1.035, 1.931], [26.508, -0.056, 2.895], [25.008, 1.959, 2.562], [24.796, 1.401, 4.272], [24.966, 3.120, 3.876], [29.045, 0.967, 8.120], [29.826, 1.291, 7.258], [28.131, 0.009, 7.969], [27.369, -0.519, 9.117], [27.810, -0.670, 6.743], [29.102, 1.435, 9.115], [27.615, -0.034, 10.061], [27.433, -1.606, 9.178], [26.295, -0.413, 8.964], [26.724, -0.761, 6.739], [28.124, -0.133, 5.848], [28.203, -1.682, 6.839], [33.551, 1.476, 7.089], [32.489, 1.872, 6.524], [33.860, 0.152, 7.264], [34.952, -0.299, 7.949], [32.880, -0.845, 6.976], [34.318, 2.177, 7.453], [34.836, -0.548, 9.003], [35.711, 0.475, 8.060], [35.536, -0.965, 7.313], [32.361, -1.109, 7.897], [32.170, -0.548, 6.204], [33.370, -1.812, 6.858]]}


Entry 3:
{"formula": "C9H21CoF5OP2", "method": "ωB97M-V/def2-TZVPD", "homo_ev": [-3.80, -8.71], "multiplicity": 4, "e_lumo_ha": [0.0217, -0.0183], "de_lowest_kj_mol": 26.21, "charge": 0, "gap_ev": [4.385, 8.214], "species": ["Co", "H", "H", "P", "P", "C", "H", "H", "H", "C", "H", "H", "H", "C", "H", "H", "H", "C", "H", "H", "H", "C", "H", "H", "H", "C", "H", "H", "H", "C", "O", "H", "F", "C", "F", "C", "F", "F", "F"], "positions_angstrom": [[1.054, -0.071, -1.391], [-0.036, -0.090, -0.301], [-0.600, 0.604, 3.284], [0.108, -1.881, -0.830], [0.199, 1.864, -1.307], [1.419, 2.984, -0.533], [1.225, 4.015, -0.846], [1.363, 2.909, 0.557], [2.422, 2.685, -0.856], [-0.339, 2.891, -2.732], [-1.349, 2.609, -3.054], [-0.325, 3.959, -2.485], [0.356, 2.719, -3.564], [-1.231, 2.004, -0.152], [-0.930, 1.692, 0.860], [-1.598, 3.040, -0.121], [-2.034, 1.338, -0.498], [-0.310, -2.816, -2.342], [-0.251, -3.897, -2.166], [-1.325, -2.543, -2.655], [0.400, -2.538, -3.131], [1.305, -2.941, 0.051], [1.159, -2.826, 1.130], [1.162, -3.988, -0.237], [2.326, -2.630, -0.196], [-1.400, -2.061, 0.215], [-2.249, -1.571, -0.275], [-1.637, -3.117, 0.384], [-1.228, -1.577, 1.185], [2.607, -0.008, -0.671], [3.594, 0.051, -0.034], [0.266, 0.347, -2.586], [0.083, 2.326, 4.150], [-0.263, 0.998, 4.250], [0.798, 0.273, 4.734], [-1.472, 0.821, 5.179], [-1.209, 1.123, 6.474], [-2.483, 1.622, 4.750], [-1.898, -0.474, 5.108]]}


Entry 4:
{"formula": "C9H21CsNO2", "method": "ωB97M-V/def2-TZVPD", "homo_ev": [-17.35, -17.54], "multiplicity": 2, "e_lumo_ha": [-0.2378, -0.3474], "charge": 2, "gap_ev": [10.881, 8.088], "species": ["Cs", "O", "H", "H", "C", "C", "C", "C", "C", "C", "N", "O", "C", "C", "C", "H", "H", "H", "H", "H", "H", "H", "H", "H", "H", "H", "H", "H", "H", "H", "H", "H", "H", "H"], "positions_angstrom": [[2.745, 2.829, -2.153], [2.288, -0.022, -2.646], [2.875, -0.754, -2.459], [2.176, -0.041, -3.597], [-1.787, 0.226, -1.888], [-1.433, -0.127, -0.376], [-1.212, -1.738, -0.136], [-0.129, -2.086, 0.907], [1.147, -1.126, 0.815], [0.785, 0.398, 0.888], [-0.275, 0.745, -0.013], [-0.359, 2.127, -0.115], [0.345, 0.567, 2.352], [2.154, 1.087, 0.624], [-2.696, 0.199, 0.481], [-2.153, 1.247, -1.994], [-2.584, -0.435, -2.228], [-0.894, 0.137, -2.507], [-2.208, -2.130, 0.068], [-0.840, -2.114, -1.089], [0.252, -3.095, 0.751], [-0.470, -1.917, 1.928], [1.762, -1.344, -0.058], [1.803, -1.401, 1.641], [0.162, 1.631, 2.503], [-0.586, 0.060, 2.607], [1.152, 0.375, 3.059], [2.543, 0.748, -0.336], [2.072, 2.166, 0.755], [2.876, 0.826, 1.397], [-3.539, -0.323, 0.027], [-2.991, 1.239, 0.336], [-2.641, -0.094, 1.529], [-0.340, 2.141, -1.074]]}


What did we get for calculated total energy? Answer: -59184.409 -61225.471 -81508.018 -15789.288 eV, in the order shown.